# C4H3N3

A single C4H3N3 molecule at a distorted geometry (the ωB97M-V functional and the def2-TZVPD basis, the Open Molecules 2025 dataset).

highest occupied orbital energy = -9.573 eV
energy relative to the best compared isomer or geometry (same formula, charge and spin) = 118.8 kJ/mol
lowest unoccupied orbital energy = 0.525 eV
structure (SMILES) = N#Cc1ncc[nH]1
frontier orbital gap = 10.098 eV
max |F| = 3.6 eV/A
net charge = 0
total energy = -318.439463 Eh

Positions of all 10 atoms, in Å:
N1 0.1835 -1.2241 -0.0714
N2 3.4129 -0.1819 0.1620
N3 -0.0361 0.9115 -0.0646
C1 2.2822 -0.1726 -0.1217
C2 -1.2988 0.3839 0.2021
C3 -1.1801 -0.9913 0.0374
C4 0.8457 -0.0807 0.0131
H1 -0.0274 1.9425 -0.1303
H2 -2.0932 1.1033 -0.0968
H3 -2.0888 -1.6906 0.0702

Partial atomic charges computed with the Löwdin method, in multiples of e: atom 1 (N): 0.08, atom 2 (N): 0.15, atom 3 (N): 0.07, atom 4 (C): -0.12, atom 5 (C): -0.10, atom 6 (C): -0.12, atom 7 (C): -0.38, atom 8 (H): 0.17, atom 9 (H): 0.12, atom 10 (H): 0.13